No. 1
Here is C48H55BiN3O2S5 as an isolated structure from OMol25. Energies are from the ωB97M-V functional and the def2-TZVPD basis.

Results
LUMO: 1.001 eV
total charge: -1
frontier orbital gap: 0.2098 Ha

The geometry in XYZ format:
```
114
C48H55BiN3O2S5, DFT the ωB97M-V functional and the def2-TZVPD basis
Bi 0.453 0.305 0.603
S 1.608 2.135 2.029
C 1.837 1.509 3.663
C 2.712 2.263 4.466
C 3.025 1.902 5.763
C 2.465 0.762 6.329
C 1.580 0.016 5.575
C 1.242 0.377 4.266
S 0.138 -0.745 3.432
C -1.494 0.022 3.669
C -2.496 -0.676 2.777
C -3.761 -1.001 3.243
C -4.674 -1.546 2.354
C -4.308 -1.731 1.033
C -3.015 -1.396 0.639
C -2.574 -1.636 -0.784
S -1.541 -0.367 -1.592
C -2.580 1.080 -1.608
C -3.329 1.268 -2.776
C -4.118 2.387 -2.960
C -4.155 3.348 -1.953
C -3.409 3.184 -0.804
C -2.578 2.062 -0.596
S -1.644 2.055 0.882
N -2.135 -0.906 1.510
H 3.154 3.152 4.028
H 3.730 2.502 6.328
H 2.726 0.455 7.334
H 1.131 -0.881 5.987
H -1.414 1.068 3.370
H -1.789 -0.036 4.716
H -4.029 -0.812 4.276
H -5.673 -1.805 2.683
H -5.002 -2.151 0.315
H -3.435 -1.824 -1.424
H -1.920 -2.511 -0.805
H -3.271 0.509 -3.549
H -4.679 2.520 -3.878
H -4.760 4.241 -2.075
H -3.422 3.941 -0.028
C 6.512 1.138 -3.772
C 5.614 2.373 -3.875
C 5.355 2.652 -5.360
C 6.362 3.563 -3.252
C 4.289 2.173 -3.137
C 4.038 1.089 -2.331
C 2.831 0.985 -1.623
N 2.596 0.022 -0.661
C 3.141 -1.139 -0.547
C 3.750 -1.893 -1.614
C 4.330 -3.073 -1.359
C 4.415 -3.543 0.024
C 3.810 -2.972 1.082
C 3.060 -1.725 0.835
O 2.500 -1.083 1.716
C 3.852 -3.579 2.484
C 4.772 -4.798 2.545
C 4.377 -2.555 3.511
C 2.431 -4.015 2.874
C 4.859 -3.991 -2.450
C 4.154 -5.353 -2.345
C 4.582 -3.423 -3.842
C 6.373 -4.169 -2.271
C 1.817 1.987 -1.714
O 0.684 1.814 -1.092
C 2.097 3.137 -2.507
C 3.301 3.169 -3.190
C 1.202 4.391 -2.595
C 0.880 4.692 -4.067
C -0.138 4.292 -1.850
C 1.976 5.573 -1.981
H 7.421 1.293 -4.360
H 6.005 0.247 -4.155
H 6.812 0.947 -2.738
H 6.301 2.822 -5.885
H 4.726 3.533 -5.504
H 4.851 1.801 -5.826
H 7.324 3.722 -3.751
H 6.547 3.376 -2.191
H 5.777 4.484 -3.330
H 4.791 0.332 -2.159
H 3.628 -1.521 -2.621
H 4.969 -4.458 0.185
H 5.797 -4.539 2.264
H 4.422 -5.608 1.897
H 4.787 -5.177 3.568
H 5.389 -2.232 3.247
H 4.409 -3.020 4.501
H 3.740 -1.675 3.564
H 2.021 -4.712 2.139
H 1.761 -3.156 2.929
H 2.449 -4.502 3.855
H 3.072 -5.224 -2.435
H 4.365 -5.849 -1.394
H 4.495 -6.011 -3.150
H 3.509 -3.275 -3.989
H 4.935 -4.126 -4.602
H 5.102 -2.472 -3.996
H 6.621 -4.603 -1.298
H 6.890 -3.208 -2.357
H 6.760 -4.837 -3.046
H 3.514 4.056 -3.780
H 0.325 3.859 -4.508
H 1.779 4.858 -4.667
H 0.258 5.590 -4.132
H -0.784 3.527 -2.283
H -0.647 5.259 -1.931
H -0.011 4.057 -0.795
H 2.908 5.775 -2.514
H 2.219 5.355 -0.938
H 1.360 6.478 -2.010
S 0.622 -3.081 -0.202
C 0.836 -3.681 -1.742
N 0.986 -4.101 -2.820
```

Löwdin atomic charge list, values in e, 8 entries:
1. Bi 1.3764
2. S 0.5469
3. C -0.6484
4. C -0.1408
5. C -0.0989
6. C -0.1088
7. C -0.1267
8. C -0.5219

---

No. 2
Here is a 2-piece molecular cluster, C3H5Br overall at a distorted geometry from OMol25. Energies are from the ωB97M-V functional and the def2-TZVPD basis.

Results
LUMO (spin up / spin down): -0.295 / -0.149 eV
total charge: 0
frontier orbital gap (spin up / spin down): 0.2941 / 0.3546 Ha

The geometry in XYZ format:
```
9
C3H5Br, DFT the ωB97M-V functional and the def2-TZVPD basis
C -0.486 0.844 0.026
C -0.500 -0.447 0.816
C 0.579 -0.127 -0.196
Br 2.405 -0.133 -0.167
H -1.001 1.275 -0.798
H 0.075 1.657 0.556
H -0.515 -0.331 1.865
H -0.941 -1.313 0.399
H 0.385 -1.426 -2.500
```

Löwdin atomic charge list, values in e, 8 entries:
1. C -0.1983
2. C -0.1469
3. C -0.8119
4. Br 0.6932
5. H 0.0851
6. H 0.1170
7. H 0.0852
8. H 0.0787

---

ΔE to the lowest compared entry with this formula, charge and spin? In order: 0.241 5.450 eV.